<a>
Computed, not measured: a molecular structure, CH2Cl4P2, with wB97M-V/def2-TZVPD.

The geometry in XYZ format:
```
9
Properties=species:S:1:pos:R:3:mulliken_charge:R:1
C 0.6283 0.0197 -1.3638 -0.559
P -0.1950 -0.2715 0.3561 0.380
P -1.8394 0.7438 2.3010 0.104
Cl -1.3809 -1.8688 0.1790 -0.201
Cl 1.3482 -1.0202 1.2836 -0.161
Cl 1.1360 -1.3763 -2.3284 -0.114
Cl -0.8850 2.4366 2.3845 -0.164
H 1.3625 0.6364 -0.9927 0.379
H -0.1747 0.7004 -1.8193 0.338
```

E_HOMO (alpha / beta): -7.7 / -7.4 eV
charge: 0
LUMO energy (alpha / beta): -1.31 / -1.17 eV
gap between HOMO and LUMO (alpha / beta): 6.4 / 6.3 eV

***

<b>
Computed, not measured: CH2Cl4P2 in the gas phase, with wB97M-V/def2-TZVPD.

The geometry in XYZ format:
```
9
Properties=species:S:1:pos:R:3:mulliken_charge:R:1
C 1.2438 0.0827 -0.1774 -0.625
P -0.0779 1.3358 -0.7577 0.215
P -0.4686 -0.6357 0.0302 0.675
Cl -0.5677 2.3443 0.8707 -0.143
Cl -2.7345 -0.0266 -0.7645 -0.479
Cl -0.6898 -0.7708 1.9748 -0.129
Cl -0.3818 -2.4602 -0.7021 -0.149
H 1.7504 -0.2628 -1.0759 0.307
H 1.9261 0.3933 0.6019 0.327
```

E_HOMO: -8.6 eV
charge: 0
SMILES string: ClP1CP1(Cl)(Cl)Cl
LUMO energy: -1.03 eV
gap between HOMO and LUMO: 7.6 eV

***

Which is less stable than every other structure shown? <a> is.